Here is C30H25Cl3I2N5O2PtS as an isolated structure at a distorted geometry from the Open Molecules 2025 dataset. Energies are from ωB97M-V with the def2-TZVPD basis set.

Each line ends with the Löwdin charge.
Positions of all 69 atoms, in Å:
Pt: -2.847 -1.026 -0.080  0.826
C: -4.449 2.873 -0.115  0.001
C: -4.176 1.417 0.033  -0.239
N: -3.178 0.826 -0.545  -0.151
N: -2.268 1.414 -1.320  0.070
C: -1.305 0.579 -1.712  -0.457
O: -1.307 -0.692 -1.444  -0.262
C: -0.174 1.151 -2.427  -0.021
C: -0.112 2.616 -2.466  0.031
C: 0.934 3.579 -2.798  0.024
C: 2.067 2.907 -3.111  -0.224
C: 1.907 0.782 -3.401  -0.317
C: 0.840 0.049 -2.960  -0.149
C: -4.974 0.533 0.878  -0.193
C: -6.092 0.952 1.583  0.020
C: -6.766 0.058 2.400  -0.018
C: -6.301 -1.242 2.500  -0.024
C: -5.188 -1.609 1.764  -0.108
N: -4.542 -0.756 0.976  -0.095
H: -3.714 3.318 -0.778  0.075
H: -4.408 3.372 0.854  0.099
H: -5.444 3.037 -0.534  0.098
H: -1.046 3.051 -2.136  0.090
H: 0.781 4.644 -2.804  0.112
H: 3.503 2.547 -3.998  0.094
H: 2.999 1.497 -4.488  0.059
H: 0.386 -0.740 -3.552  0.153
H: -6.427 1.974 1.490  0.122
H: -7.639 0.372 2.954  0.124
H: -6.790 -1.966 3.134  0.119
H: -4.800 -2.618 1.811  0.086
I: -2.371 -3.640 -0.015  0.404
I: -2.264 -3.752 -2.786  0.259
Cl: 2.798 1.789 -3.375  0.598
C: 3.926 1.384 -2.649  -0.277
C: 1.908 -0.418 -1.915  0.020
C: 2.114 0.250 -0.692  -0.044
C: 3.332 0.335 0.021  -0.136
C: 3.332 0.452 1.540  -0.283
C: 2.105 1.123 2.227  -0.044
N: 0.820 0.440 2.248  -0.041
C: 0.456 -0.560 3.111  -0.072
C: -0.808 -0.924 2.772  -0.152
N: -1.255 -0.138 1.740  -0.002
C: -0.268 0.682 1.465  -0.171
O: 3.768 -0.755 2.204  -0.125
C: 3.160 -2.074 2.139  -0.128
C: 2.911 -2.792 0.839  -0.318
C: 3.878 -3.359 0.052  -0.969
Cl: 5.559 -3.288 0.299  0.693
S: 3.215 -4.279 -1.253  1.007
C: 1.620 -3.912 -0.732  -0.429
C: 1.607 -3.126 0.376  -0.160
C: 4.660 0.440 -0.610  -0.572
Cl: 6.043 0.132 0.384  0.732
C: 4.934 0.871 -1.884  -0.125
H: 2.703 -1.019 -2.334  0.137
H: 1.252 0.729 -0.258  0.078
H: 4.150 1.135 1.792  0.123
H: 1.965 2.096 1.752  0.141
H: 2.409 1.285 3.262  0.138
H: 1.097 -0.907 3.901  0.130
H: -1.442 -1.670 3.220  0.097
H: -0.324 1.491 0.753  0.129
H: 2.216 -2.074 2.677  0.082
H: 3.881 -2.667 2.704  0.131
H: 0.783 -4.308 -1.285  0.024
H: 0.705 -2.778 0.861  0.075
H: 5.949 0.906 -2.261  0.105

The calculation puts the energy above the lowest of the compared OMol25 structures with the same formula, charge and spin at 34.068 eV. Its charge is +1. For the highest occupied orbital energy (alpha / beta), the calculation gives -8.898 / -8.900 eV. The calculated total energy is -110874.318 eV. The orbital gap (alpha / beta) comes out at 3.63 / 3.63 eV.